Below is a molecular structure, C54H69Cl2N6O6P3Y in a non-equilibrium geometry, with properties calculated with ωB97M-V/def2-TZVPD.

Properties
Energy above the lowest of the compared OMol25 structures with the same formula, charge and spin: 6.7 kcal per mole
E: -132303.539 eV
Charge: +1
Gap between HOMO and LUMO: 6.53 eV
E_LUMO: -3.0 eV
Spin multiplicity: 1

Each line ends with the Mulliken charge.
Positions of all 141 atoms, in Å:
Y 0.335 -0.164 0.452  -1.81
O -1.190 -0.179 -1.101  2.30
C -2.365 0.334 -1.344  -1.36
C -3.084 -0.078 -2.484  -0.10
C -4.286 0.507 -2.827  -0.82
C -4.838 1.517 -2.038  -0.97
C -4.187 1.880 -0.879  -0.78
C -2.971 1.297 -0.495  1.55
C -2.496 1.587 0.844  -1.07
N -1.462 1.073 1.403  1.49
N -1.367 1.304 2.777  -1.02
C -0.637 0.374 3.340  -0.06
O -0.079 -0.603 2.710  0.41
C -0.446 0.486 4.814  -0.05
C -1.053 1.505 5.546  -0.19
C -0.825 1.613 6.907  -0.81
C 0.006 0.705 7.551  -0.52
C 0.601 -0.319 6.828  -0.76
C 0.373 -0.429 5.465  0.09
H -2.634 -0.840 -3.109  0.47
H -4.802 0.180 -3.722  0.44
H -5.772 1.985 -2.314  0.43
H -4.629 2.624 -0.226  0.46
H -3.142 2.207 1.468  0.35
H -1.701 2.205 5.038  0.42
H -1.296 2.408 7.470  0.42
H 0.187 0.795 8.614  0.42
H 1.248 -1.029 7.327  0.43
H 0.833 -1.214 4.885  0.11
C 2.127 3.039 -3.730  -0.96
N 1.724 2.270 -2.549  0.46
P 2.348 0.728 -2.120  0.96
C 4.008 0.751 -2.884  -0.03
C 5.119 1.036 -2.105  -0.38
C 6.386 1.101 -2.668  -0.52
C 6.551 0.872 -4.024  -0.82
C 5.447 0.576 -4.814  -0.76
C 4.185 0.513 -4.249  -0.13
C 1.583 -0.493 -3.262  0.75
C 2.193 -1.747 -3.374  -0.69
C 1.628 -2.728 -4.174  -0.66
C 0.452 -2.470 -4.872  -0.94
C -0.148 -1.224 -4.772  -0.20
C 0.417 -0.239 -3.970  -0.87
P 0.441 2.810 -1.553  1.72
C -0.665 3.678 -2.739  0.27
C -1.740 2.983 -3.288  0.35
C -2.580 3.582 -4.217  -1.07
C -2.362 4.894 -4.604  -0.73
C -1.302 5.605 -4.056  -0.89
C -0.463 5.004 -3.131  -0.45
C 1.136 4.258 -0.675  0.13
C 2.504 4.476 -0.566  -0.71
C 2.989 5.532 0.196  -0.42
C 2.109 6.385 0.848  -0.65
C 0.739 6.172 0.744  -0.86
C 0.257 5.107 -0.001  -0.37
H 3.183 2.886 -3.938  0.38
H 1.975 4.100 -3.540  0.39
H 1.547 2.763 -4.614  0.10
H 4.993 1.176 -1.047  0.24
H 7.242 1.314 -2.040  0.49
H 7.537 0.915 -4.467  0.39
H 5.570 0.391 -5.873  0.44
H 3.334 0.275 -4.875  0.52
H 3.111 -1.943 -2.826  0.59
H 2.116 -3.690 -4.269  0.51
H 0.021 -3.231 -5.510  0.41
H -1.049 -1.007 -5.333  0.49
H -0.049 0.735 -3.908  -0.03
H -1.942 1.967 -2.978  0.10
H -3.413 3.023 -4.622  0.51
H -3.018 5.367 -5.322  0.40
H -1.127 6.632 -4.348  0.44
H 0.354 5.577 -2.712  0.43
H 3.196 3.811 -1.070  0.26
H 4.057 5.692 0.275  0.45
H 2.487 7.213 1.433  0.37
H 0.047 6.834 1.249  0.41
H -0.813 4.946 -0.077  0.45
N -1.214 -6.159 1.347  -0.09
C -0.149 -5.052 1.319  -0.36
C -0.772 -3.782 1.850  0.53
C -1.971 -3.323 1.006  0.00
N -2.041 -1.877 1.096  -0.27
C -1.846 -3.738 -0.476  -1.84
C -0.401 -3.866 -0.952  0.24
N 0.230 -2.546 -0.908  0.86
C 0.378 -4.889 -0.102  -1.45
H -1.585 -6.273 2.293  0.41
H -0.825 -7.052 1.039  0.40
H -1.993 -5.916 0.728  0.25
H 0.630 -5.422 1.980  0.66
H 0.001 -3.011 1.813  -1.22
H -1.052 -3.883 2.903  0.91
H -2.881 -3.799 1.410  0.21
H -2.023 -1.550 2.056  0.23
H -2.866 -1.510 0.635  0.42
H -2.365 -2.996 -1.088  0.44
H -2.376 -4.680 -0.674  0.51
H -0.408 -4.242 -1.982  0.88
H -0.238 -1.955 -1.602  -0.69
H 1.203 -2.618 -1.199  -0.37
H 1.421 -4.573 -0.026  0.16
H 0.394 -5.860 -0.608  0.56
Cl 2.029 3.221 4.382  -0.16
C 1.125 3.289 2.878  0.28
Cl 1.749 2.060 1.723  -0.22
H 1.283 4.248 2.400  -0.01
H 0.079 3.055 3.056  0.04
C 5.142 -3.680 3.579  -1.84
C 3.859 -3.167 2.949  1.88
C 3.132 -2.205 3.880  -1.15
C 2.932 -4.315 2.592  -1.50
O 4.270 -2.569 1.696  -0.45
P 3.568 -1.395 0.865  -0.74
O 4.024 -1.490 -0.539  -0.79
O 2.053 -1.442 1.087  1.36
O 3.999 -0.058 1.628  1.15
C 5.321 0.538 1.803  1.69
C 5.713 0.353 3.262  -1.90
C 5.147 2.031 1.536  -1.34
C 6.372 -0.108 0.906  -1.39
H 4.926 -4.194 4.516  0.38
H 5.816 -2.849 3.789  0.31
H 5.649 -4.370 2.904  0.38
H 2.763 -2.766 4.742  0.85
H 2.285 -1.740 3.378  -0.61
H 3.791 -1.426 4.250  0.32
H 2.662 -4.885 3.485  0.55
H 3.417 -4.978 1.872  0.52
H 2.038 -3.884 2.151  -0.37
H 4.900 0.672 3.914  0.23
H 6.594 0.959 3.482  0.49
H 5.961 -0.686 3.471  0.19
H 4.610 2.501 2.361  0.26
H 4.574 2.215 0.630  0.05
H 6.121 2.513 1.441  0.44
H 6.554 -1.137 1.215  0.36
H 7.306 0.447 0.999  0.49
H 6.070 -0.130 -0.138  0.11